Record 1
9
Properties=species:S:1:pos:R:3:forces:R:3 method="wB97M-V/def2-TZVPD" homo_lumo_gap_ev=9.05 spin_multiplicity=1 smiles="O=c1[nH]cn[nH]1" homo_energy_ev=-8.41
O 1.57593 1.29042 1.10217 1.732 2.315 1.291
N -0.27869 -1.34159 -0.33342 -1.444 -0.129 -1.392
N 0.81219 -1.05190 0.33028 0.248 3.917 0.625
N -0.41824 0.91813 -0.10755 -1.134 -0.027 -0.336
C -0.97773 -0.28942 -0.58443 -0.973 -1.069 0.062
C 0.76481 0.75358 0.48774 -0.822 -5.532 -0.990
H 1.61254 -1.65555 0.15179 -0.173 0.448 0.084
H -2.01139 -0.31657 -1.02386 1.474 0.135 0.512
H -1.07941 1.69291 -0.02271 1.093 -0.057 0.145

Record 2
9
Properties=species:S:1:pos:R:3:forces:R:3 method="wB97M-V/def2-TZVPD" homo_lumo_gap_ev=9.97 spin_multiplicity=1 homo_energy_ev=-9.94
O 2.69924 -0.34389 0.17040 0.272 0.504 -0.372
N -0.06034 -0.92031 0.66226 -0.245 0.886 -0.623
N 1.04942 0.85624 -0.65230 0.120 -0.040 0.028
N 2.42625 0.61028 -0.51247 0.422 -0.272 0.186
C 0.43579 -0.03374 0.00839 0.539 -0.527 0.359
C -1.41630 -0.12175 0.12058 -0.783 -0.184 0.156
H -1.54084 0.88933 0.52217 0.128 -0.334 0.010
H -1.56493 -0.14520 -0.96451 0.143 -0.125 0.308
H -2.06184 -0.82466 0.61678 -0.595 0.093 -0.053

Record 3
9
Properties=species:S:1:pos:R:3:forces:R:3 method="wB97M-V/def2-TZVPD" homo_lumo_gap_ev="7.98 / 7.98" spin_multiplicity=1 homo_energy_ev="-8.78 / -8.78"
O -1.09996 -1.81866 0.10902 0.110 0.476 0.433
N -1.93534 -0.96322 0.31850 0.085 -0.373 -0.407
N 1.86113 0.16120 -0.15795 0.058 -0.009 0.022
N -0.31518 0.77537 0.14257 0.169 -0.325 0.172
C -1.52457 0.36840 0.05373 -0.051 0.208 -0.099
C 0.81836 0.43632 0.60260 -0.273 -0.125 -0.388
H 2.75516 -0.03117 0.26223 -0.184 0.003 -0.005
H -2.33892 1.04359 -0.17157 0.053 0.084 0.196
H 1.77932 0.02816 -1.15914 0.033 0.060 0.075

Record 4
9
Properties=species:S:1:pos:R:3:forces:R:3 method="wB97M-V/def2-TZVPD" homo_lumo_gap_ev=10.77 spin_multiplicity=1 smiles=On1ccnn1 homo_energy_ev=-9.93
O 2.04170 -0.12331 -0.01744 -0.198 -0.083 -0.028
N -1.23692 -1.06339 -0.00233 0.332 -0.257 -0.231
N 0.67404 -0.15699 -0.04287 -0.591 -0.556 0.199
N 0.04469 -1.34015 -0.03556 -0.057 1.028 0.122
C -1.42490 0.26952 -0.01286 1.992 -0.125 0.202
C -0.16264 0.89445 -0.00541 -0.608 -0.443 -0.282
H 2.27887 -1.05657 0.14143 -0.090 0.227 -0.052
H -2.40566 0.65765 0.00235 -0.634 0.538 0.009
H 0.19083 1.91877 -0.02731 -0.146 -0.329 0.062

Summary of E in eV
-8638.6770 -8634.8963 -8636.1330 -8637.5103
(order as listed above)
Summary of energy relative to the best compared isomer or geometry (same formula, charge and spin) in eV
1.818 5.598 4.362 2.984
(order as listed above)